DFT (wB97M-V/def2-TZVPD) results for a molecular structure, C37H48Cl2N3O6S3SiV at a distorted geometry.

Atoms and positions in Å:
1 V -2.13804 -0.89232 0.16425
2 C -2.12454 -0.23149 5.92433
3 C -1.27139 0.46200 4.84828
4 C 0.07386 0.94584 5.36580
5 C -2.08829 1.51510 4.17444
6 O -1.12725 -0.49961 3.70955
7 Si -0.03965 -1.57131 3.18835
8 S -0.87547 -2.38869 1.21823
9 O 0.12150 -2.83950 4.15168
10 C -0.44927 -3.91656 4.94960
11 C 0.04929 -5.21667 4.38851
12 C -2.01224 -3.90463 4.86347
13 C 0.06291 -3.65798 6.33539
14 O 1.40925 -0.85713 2.98251
15 C 2.82815 -1.04086 3.11529
16 C 3.47176 0.15435 2.45289
17 C 3.20188 -2.29339 2.23529
18 C 3.09720 -1.18041 4.59846
19 H -2.60241 0.53500 6.56515
20 H -1.56374 -0.82652 6.67269
21 H -2.83028 -0.80578 5.39649
22 H 0.03462 1.17228 6.49633
23 H 0.28453 1.92530 4.92811
24 H 0.90512 0.28122 5.13743
25 H -2.22422 2.46279 4.83874
26 H -3.08177 1.13973 3.94038
27 H -1.55081 1.86618 3.33002
28 H -0.27773 -5.39526 3.35617
29 H -0.17083 -5.97905 5.14541
30 H 1.13189 -5.06414 4.45248
31 H -2.34024 -3.71999 3.87667
32 H -2.52023 -3.13596 5.53454
33 H -2.46302 -4.88813 5.16727
34 H 1.15185 -3.82484 6.25317
35 H -0.28260 -4.27389 7.12818
36 H -0.01060 -2.54719 6.59009
37 H 2.90809 0.43172 1.50595
38 H 4.50663 -0.17263 2.15025
39 H 3.43949 1.02658 3.15733
40 H 3.00656 -1.93504 1.24297
41 H 2.55823 -3.15687 2.47661
42 H 4.26456 -2.64589 2.26329
43 H 3.09100 -0.26881 5.17154
44 H 4.18573 -1.55086 4.75644
45 H 2.48264 -1.88087 5.08049
46 N -4.18379 -3.47761 -0.03645
47 C -4.84458 -2.69863 0.81276
48 N -5.80884 -3.18686 1.56829
49 S -4.35930 -1.03894 0.95632
50 H -4.51394 -4.41004 -0.41691
51 H -3.50780 -2.96900 -0.60250
52 H -6.21549 -4.08489 1.37507
53 H -6.21217 -2.69309 2.32912
54 C -2.74729 4.34123 -9.35523
55 C -2.94791 3.66125 -7.93933
56 O -3.31980 4.24065 -6.95722
57 S -2.81376 1.92876 -7.96140
58 C -2.85019 1.49504 -6.34268
59 C -2.28740 0.16590 -6.15198
60 C -2.29955 -0.47826 -4.92447
61 C -2.75949 0.22433 -3.76483
62 C -3.36447 1.53087 -3.95200
63 C -3.39627 2.13982 -5.20122
64 C -2.65748 -0.50868 -2.55988
65 C -2.35924 -1.29654 -1.62459
66 H -1.84800 3.86757 -9.71922
67 H -2.60833 5.41829 -9.21053
68 H -3.54557 4.01930 -10.02981
69 H -1.90712 -0.25226 -7.05266
70 H -1.80374 -1.42874 -4.73490
71 H -3.77734 2.17420 -3.17284
72 H -3.83730 3.10730 -5.31211
73 Cl 3.45842 4.05297 -4.63658
74 C 3.85500 2.41439 -5.06037
75 C 4.42961 2.25494 -6.38458
76 C 4.46579 0.98982 -6.93344
77 C 3.85073 -0.11414 -6.22386
78 C 3.19361 0.03176 -5.03098
79 Cl 2.33910 -1.24014 -4.26845
80 C 3.23889 1.32413 -4.41742
81 N 2.65107 1.35037 -3.12773
82 C 2.79133 2.28571 -2.06636
83 C 3.99652 2.97936 -1.88311
84 C 4.17018 3.93218 -0.87064
85 C 3.13444 4.22777 0.03246
86 C 1.91881 3.56991 -0.16051
87 C 1.74680 2.52330 -1.07952
88 C 0.55832 1.66932 -1.12338
89 C -0.33533 1.63720 0.15030
90 O -0.03577 2.05412 1.26628
91 O -1.40651 0.91879 0.02630
92 H 4.85247 3.12143 -6.77777
93 H 4.76634 0.78799 -7.95540
94 H 3.68651 -1.00899 -6.82001
95 H 1.72771 1.00241 -3.10170
96 H 4.87791 2.68619 -2.40341
97 H 5.17969 4.34732 -0.72514
98 H 3.40332 4.75624 0.91971
99 H 1.11912 3.74134 0.57266
100 H 0.88278 0.61652 -1.13593
101 H 0.03725 1.94101 -2.08078

Its charge is +2. The value obtained for the strongest force on any atom is 6.5 eV Å⁻¹. The HOMO energy (spin up / spin down) is -11.18 / -11.18 eV. The value obtained for the lowest unoccupied orbital energy (spin up / spin down) is -8.82 / -8.87 eV. Its total energy is -147004.363 eV. Its multiplicity is 1. The HOMO-LUMO gap (spin up / spin down) is 2.351 / 2.313 eV.

DFT (wB97M-V/def2-TZVPD) results for a molecular structure, C37H48F3GeN10O3P2Ti at a distorted geometry.

Atoms and positions in Å:
1 Ti 0.32615 -0.24546 0.38431
2 N -0.98859 -2.78413 4.25325
3 C -0.37835 -1.86702 3.54035
4 N -0.67163 -2.01296 2.24504
5 C -1.50743 -3.15332 2.26872
6 N -1.70887 -3.61140 3.47549
7 C -2.08819 -3.98259 1.17504
8 C -3.17217 -4.81633 1.43549
9 N -3.60652 -5.70154 0.53720
10 C -2.91803 -5.76419 -0.60976
11 C -1.86699 -4.90841 -0.87526
12 N -1.46049 -3.99767 0.01306
13 H -0.96786 -2.92308 5.25407
14 H 0.24891 -1.12456 3.99798
15 H -3.69625 -4.77018 2.38182
16 H -3.22873 -6.50907 -1.33293
17 H -1.33949 -4.95065 -1.82255
18 C 1.44835 1.77323 -4.39375
19 N 0.54116 2.19109 -3.28187
20 C -0.48517 3.19884 -3.68771
21 P 1.02060 1.96679 -1.79514
22 O 0.63761 0.50298 -1.24209
23 O 0.14057 2.95942 -0.93616
24 P -0.38328 2.96333 0.61917
25 O -0.21715 1.45641 1.03086
26 N -1.89742 3.38743 0.66541
27 C -2.35406 4.72345 1.15198
28 C -2.99189 2.51491 0.17998
29 N 0.62318 3.96647 1.33913
30 C 0.66504 4.01130 2.83422
31 C 0.91266 5.30339 0.72037
32 N 2.60307 2.12359 -1.58957
33 C 3.46082 0.90670 -1.58864
34 C 3.17854 3.27354 -0.83776
35 H 0.85939 1.24877 -5.14270
36 H 2.23650 1.10726 -4.05060
37 H 1.90703 2.65203 -4.84281
38 H -0.00192 4.14921 -3.91682
39 H -1.23464 3.34005 -2.91519
40 H -0.98010 2.82757 -4.58350
41 H -1.58824 5.21196 1.74494
42 H -3.22359 4.56843 1.78594
43 H -2.62768 5.35728 0.30963
44 H -2.60682 1.59196 -0.24048
45 H -3.56021 3.03614 -0.59050
46 H -3.65471 2.27069 1.00742
47 H 0.55087 3.01883 3.25456
48 H -0.10787 4.66711 3.23652
49 H 1.63773 4.39981 3.12817
50 H 0.80806 5.28099 -0.36238
51 H 1.93813 5.56693 0.97110
52 H 0.25085 6.06381 1.12664
53 H 3.15688 0.18346 -2.34257
54 H 3.45791 0.41216 -0.62139
55 H 4.47907 1.21733 -1.81835
56 H 2.64704 4.19382 -1.06524
57 H 4.20470 3.40334 -1.16954
58 H 3.16619 3.09794 0.23539
59 F 5.30690 -0.31746 5.54857
60 C 4.65643 0.80180 5.25131
61 F 5.52973 1.71305 4.82202
62 F 4.03924 1.25969 6.33579
63 C 3.65355 0.52044 4.14170
64 C 4.08980 -0.06530 2.96673
65 C 3.17364 -0.31459 1.97236
66 N 1.86615 -0.00804 2.08096
67 C 1.46482 0.58375 3.22161
68 C 2.31525 0.84928 4.27031
69 H 5.12983 -0.33428 2.82428
70 H 3.49162 -0.79198 1.05874
71 H 0.42376 0.84546 3.29644
72 H 1.93947 1.30872 5.17560
73 C -2.21941 0.29107 -2.76794
74 Ge -1.66371 -0.95051 -1.39229
75 C -3.37559 -1.53650 -0.63679
76 C -4.10635 -2.20819 -1.61122
77 C -5.36138 -2.68720 -1.23532
78 C -5.85732 -2.44990 0.04287
79 C -5.10436 -1.74353 0.97779
80 C -3.83882 -1.27657 0.64296
81 C -0.27274 -1.97094 -2.30826
82 C -0.41131 -2.11477 -3.67788
83 C 0.61111 -2.69829 -4.45263
84 C 1.80602 -3.04310 -3.87088
85 C 1.99614 -2.88004 -2.47068
86 C 3.19753 -3.28755 -1.82669
87 C 3.35667 -3.21934 -0.45404
88 C 2.29343 -2.77050 0.32961
89 C 1.14120 -2.29137 -0.27935
90 C 0.95018 -2.36123 -1.69121
91 H -3.01244 -0.22181 -3.31592
92 H -1.40332 0.53675 -3.44003
93 H -2.66210 1.20171 -2.36144
94 H -3.74289 -2.39047 -2.61957
95 H -5.95352 -3.22562 -1.96658
96 H -6.84255 -2.81279 0.30881
97 H -5.49562 -1.56513 1.97154
98 H -3.24391 -0.74666 1.37651
99 H -1.32390 -1.81307 -4.18217
100 H 0.45121 -2.85396 -5.51338
101 H 2.61322 -3.44989 -4.47459
102 H 3.99608 -3.70676 -2.43598
103 H 4.26442 -3.58690 0.01094
104 H 2.33924 -2.85183 1.40589
105 H 0.20193 -2.33289 0.30350

Its charge is +4. The value obtained for the strongest force on any atom is 2.7 eV Å⁻¹. The HOMO energy (spin up / spin down) is -18.25 / -18.25 eV. The energy above the lowest of the compared OMol25 structures with the same formula, charge and spin comes out at 416.85 kJ/mol. The value obtained for the lowest unoccupied orbital energy (spin up / spin down) is -12.74 / -13.73 eV. Its total energy is -166519.913 eV. Its expectation value of S² is 0.772. Its multiplicity is 2. The HOMO-LUMO gap (spin up / spin down) is 5.511 / 4.515 eV.

DFT (wB97M-V/def2-TZVPD) results for 4 unconnected molecules or ions with the total composition C37H48O3 at a distorted geometry.

Atoms and positions in Å:
1 C -5.23200 3.11693 1.75664
2 C -4.98046 1.81071 1.71481
3 C -4.63852 1.05090 2.98116
4 C -3.28258 1.36174 3.51040
5 C -2.07509 0.97434 3.11228
6 C -1.74440 0.10701 1.95373
7 C -1.76182 -1.40541 2.28068
8 C -0.52253 -2.10017 1.70233
9 C 0.58094 -2.32740 2.72939
10 C 1.76265 -3.06428 2.07805
11 C 2.90735 -2.12470 1.69544
12 C 3.65746 -2.54389 0.42651
13 C 4.15801 -1.36195 -0.43009
14 C 5.67280 -1.16777 -0.39417
15 C 6.07780 0.28729 -0.70268
16 C 6.78339 0.47113 -2.03805
17 C 7.00410 1.98124 -2.30906
18 C -1.10761 1.59924 4.07739
19 O 0.05468 1.89334 3.96360
20 O -1.86185 1.90071 5.23177
21 C -3.09775 2.26106 4.70147
22 O -3.79167 3.17395 5.07677
23 H -5.46222 3.63149 0.83961
24 H -5.17220 3.64678 2.69347
25 H -5.04895 1.24670 0.79727
26 H -4.71984 -0.02400 2.84960
27 H -5.35250 1.34642 3.74235
28 H -2.44323 0.33147 1.15365
29 H -0.75907 0.39679 1.60208
30 H -1.84708 -1.60061 3.34191
31 H -2.60434 -1.83009 1.74694
32 H -0.78270 -3.07063 1.28835
33 H -0.11469 -1.53396 0.86883
34 H 0.19591 -2.91311 3.55701
35 H 0.92024 -1.36941 3.11662
36 H 1.37774 -3.58506 1.20597
37 H 2.14709 -3.83901 2.73467
38 H 3.61372 -2.11754 2.52020
39 H 2.51933 -1.11991 1.54850
40 H 2.99584 -3.14720 -0.19128
41 H 4.49868 -3.19047 0.65656
42 H 3.66100 -0.45783 -0.09401
43 H 3.87680 -1.54461 -1.46213
44 H 6.15555 -1.82720 -1.10879
45 H 6.07714 -1.42100 0.58208
46 H 6.73905 0.68819 0.06160
47 H 5.20601 0.93272 -0.70394
48 H 7.76381 0.00887 -2.03676
49 H 6.18430 0.09838 -2.86406
50 H 7.97941 2.31345 -1.97059
51 H 6.89148 2.23385 -3.35814
52 H 6.26018 2.55187 -1.76334
53 C -8.64109 2.30852 1.98663
54 C -9.70300 1.56820 1.48405
55 C -11.00716 1.91388 1.80939
56 C -11.24989 2.99846 2.64099
57 C -10.18862 3.73400 3.14984
58 C -8.88472 3.38944 2.82172
59 H -7.62753 2.04432 1.73088
60 H -9.51348 0.72112 0.83678
61 H -11.83492 1.33856 1.41505
62 H -12.26677 3.26996 2.89328
63 H -10.37782 4.57648 3.80245
64 H -8.05628 3.96402 3.21756
65 C 11.66945 -0.93611 -5.36266
66 C 10.55430 -1.64766 -5.78258
67 C 9.28456 -1.11603 -5.60596
68 C 9.13000 0.12624 -5.00681
69 C 10.24443 0.83454 -4.58032
70 C 11.51438 0.30410 -4.75921
71 H 12.65992 -1.34846 -5.50522
72 H 10.67495 -2.61740 -6.24788
73 H 8.41492 -1.67008 -5.93510
74 H 8.13999 0.54140 -4.86839
75 H 10.12258 1.80128 -4.10849
76 H 12.38378 0.85731 -4.42827
77 C -5.92564 -1.57141 -1.42194
78 C -4.61104 -1.16970 -1.23156
79 C -3.74946 -1.06796 -2.31457
80 C -4.20267 -1.37238 -3.59021
81 C -5.51523 -1.78136 -3.78067
82 C -6.37713 -1.87974 -2.69734
83 H -6.59820 -1.64484 -0.57667
84 H -4.25622 -0.93504 -0.23466
85 H -2.72502 -0.75153 -2.16483
86 H -3.53263 -1.29138 -4.43608
87 H -5.86721 -2.02324 -4.77497
88 H -7.40090 -2.19689 -2.84680

Its charge is 0. The value obtained for the strongest force on any atom is 1.8 eV Å⁻¹. The HOMO energy is -9.41 eV. The value obtained for the lowest unoccupied orbital energy is -0.36 eV. The SMILES is C=CCC1=C(CCCCCCCCCCCC)C(=O)OC1=O.c1ccccc1.c1ccccc1.c1ccccc1. Its total energy is -45288.808 eV. Its multiplicity is 1. The HOMO-LUMO gap is 9.044 eV.

Number 2 is which compound?
C37H48F3GeN10O3P2Ti